This record from OMol25 describes C13H10N3O2PtSSe as an isolated structure. The level of theory is the ωB97M-V functional and the def2-TZVPD basis.

## Properties
LUMO level in eV: 2.6
HOMO-LUMO gap in eV: 6.9
DFT total energy in Ha: -3735.08490
Energy relative to the best compared isomer or geometry (same formula, charge and spin) in kcal per mole: 1.0
Charge: -1

Cartesian coordinates (Å):
Pt: 0.381 0.439 -0.707
O: -0.631 2.124 -1.172
N: -1.753 2.259 -0.568
N: -2.081 1.326 0.227
O: -1.348 0.255 0.485
C: -3.331 1.434 0.914
C: -3.673 0.424 1.799
C: -4.883 0.503 2.475
C: -5.737 1.575 2.268
C: -5.377 2.578 1.377
C: -4.175 2.516 0.694
H: -2.992 -0.401 1.941
H: -5.154 -0.283 3.167
H: -6.679 1.630 2.797
H: -6.038 3.419 1.210
H: -3.886 3.290 -0.001
S: 1.896 -3.516 1.373
C: 1.515 -2.142 0.592
N: 1.275 -1.156 0.021
Se: 2.174 0.937 -2.194
C: 3.503 -0.406 -1.846
C: 3.556 -1.563 -2.616
C: 4.491 -2.550 -2.340
C: 5.388 -2.392 -1.294
C: 5.342 -1.238 -0.525
C: 4.408 -0.250 -0.801
H: 2.834 -1.699 -3.410
H: 4.498 -3.461 -2.927
H: 6.102 -3.172 -1.065
H: 6.021 -1.116 0.311
H: 4.353 0.639 -0.186